(1)
{"formula": "C9H9BrClN3", "method": "ωB97M-V/def2-TZVPD", "elements": ["C", "C", "C", "C", "C", "C", "C", "C", "C", "N", "N", "N", "Cl", "Br", "H", "H", "H", "H", "H", "H", "H", "H", "H"], "positions_angstrom": [[1.257, -3.025, 1.056], [2.063, -1.860, -0.526], [-0.677, 2.676, 0.377], [0.763, 2.555, 0.681], [-1.447, 1.673, -0.069], [1.555, 1.542, 0.458], [-1.080, 0.207, -0.005], [0.270, -0.115, -0.528], [-2.125, -0.560, -0.858], [2.319, -2.938, 0.204], [0.360, -2.077, 0.926], [0.860, -1.289, -0.103], [0.518, 0.264, -2.268], [-3.846, -0.358, 0.019], [1.075, -3.717, 1.788], [2.693, -1.442, -1.270], [-1.003, 3.632, 0.379], [1.345, 3.482, 1.178], [-2.346, 2.017, -0.341], [2.530, 1.187, 0.428], [-0.945, 0.043, 1.130], [-2.065, -1.709, -0.865], [-2.074, -0.186, -1.793]], "nbo_charge": [0.149, 0.196, -0.199, -0.298, -0.134, -0.075, -0.400, 0.217, -0.411, -0.463, -0.273, -0.298, -0.030, -0.008, 0.200, 0.221, 0.206, 0.225, 0.214, 0.205, 0.298, 0.247, 0.211], "relative_energy_kj_mol": 291.0, "lumo_energy_ev": [-0.12, -0.12], "e_homo_ha": [-0.3086, -0.3086], "homo_lumo_gap_ev": [8.3, 8.3], "spin_multiplicity": 1}

---

(2)
{"formula": "C4H11N3O", "method": "ωB97M-V/def2-TZVPD", "elements": ["C", "C", "C", "N", "C", "N", "O", "N", "H", "H", "H", "H", "H", "H", "H", "H", "H", "H", "H"], "positions_angstrom": [[-1.993, -0.672, 0.102], [1.313, 1.402, -0.023], [-1.604, 0.133, 1.322], [0.888, 0.000, -0.018], [0.098, -0.389, -1.092], [1.885, -0.958, 0.350], [0.806, -0.513, -2.239], [-1.139, -0.653, -1.166], [0.167, -0.839, -2.893], [2.478, -1.190, -0.449], [2.517, -0.600, 1.065], [-2.128, -1.722, 0.375], [-2.966, -0.309, -0.243], [0.511, 2.049, -0.393], [1.543, 1.717, 1.000], [2.195, 1.544, -0.656], [-2.434, 0.139, 2.037], [-0.756, -0.315, 1.848], [-1.381, 1.174, 1.071]], "nbo_charge": [-0.233, -0.419, -0.622, -0.361, 0.673, -0.655, -0.699, -0.489, 0.498, 0.340, 0.358, 0.197, 0.191, 0.214, 0.198, 0.182, 0.208, 0.219, 0.200], "relative_energy_kj_mol": 263.4, "smiles": "CC/N=C(/O)N(C)N", "lumo_energy_ev": 0.90, "e_homo_ha": -0.3130, "homo_lumo_gap_ev": 9.4, "spin_multiplicity": 1}

---

(3)
{"formula": "C17H3F14MnNO6", "method": "ωB97M-V/def2-TZVPD", "elements": ["Mn", "O", "C", "O", "C", "C", "C", "C", "C", "N", "C", "O", "O", "H", "H", "H", "F", "C", "C", "F", "C", "F", "C", "O", "C", "F", "C", "F", "F", "C", "F", "F", "C", "O", "C", "F", "F", "F", "C", "F", "F", "F"], "positions_angstrom": [[0.963, -0.142, -0.057], [1.113, -3.834, 1.195], [1.308, -2.675, 1.177], [0.859, -1.896, 0.065], [1.982, -1.791, 2.118], [2.650, -2.107, 3.280], [3.269, -1.069, 3.971], [3.237, 0.231, 3.475], [2.551, 0.450, 2.302], [1.929, -0.542, 1.693], [2.445, 1.668, 1.515], [2.819, 2.762, 1.738], [1.795, 1.369, 0.286], [2.695, -3.132, 3.623], [3.800, -1.278, 4.890], [3.743, 1.050, 3.970], [-5.787, 0.348, 0.926], [-4.528, 0.328, 0.878], [-3.825, 1.509, 1.327], [-4.529, 2.523, 1.739], [-2.492, 1.496, 1.297], [-1.785, 2.493, 1.672], [-1.788, 0.282, 0.796], [-0.598, 0.304, 0.761], [-2.561, -0.913, 0.351], [-1.917, -1.949, -0.037], [-3.895, -0.874, 0.387], [-4.657, -1.862, 0.013], [-1.684, 0.055, -1.710], [-1.141, -0.207, -2.926], [-1.101, -1.519, -3.050], [-1.924, 0.307, -3.850], [0.268, 0.413, -2.945], [0.929, 0.018, -1.752], [1.127, -0.127, -4.131], [0.501, 0.152, -5.272], [1.294, -1.431, -4.027], [2.325, 0.419, -4.139], [0.178, 1.955, -2.919], [-0.351, 2.299, -1.743], [1.373, 2.504, -2.993], [-0.591, 2.411, -3.893]], "lowdin_spin": [1.090, 0.006, 0.001, -0.019, -0.002, 0.000, -0.001, 0.000, -0.003, -0.017, 0.001, 0.009, -0.011, 0.000, 0.000, 0.000, -0.013, -0.029, -0.009, -0.003, 0.002, 0.002, -0.037, 0.022, 0.003, 0.002, -0.008, -0.002, -0.001, 0.001, 0.000, 0.001, 0.002, 0.013, -0.001, -0.001, 0.000, 0.000, 0.001, 0.000, 0.000, 0.000], "lumo_energy_ev": [-11.65, -11.70], "e_homo_ha": [-0.6375, -0.6375], "homo_lumo_gap_ev": [5.7, 5.6], "spin_multiplicity": 2, "charge": 2}

---

E_tot for every record listed, in sequence, given in Eh: -3546.64410 -398.45385 -3704.17123.